194
Properties=species:S:1:pos:R:3:forces:R:3:lowdin_spin:R:1 method="wB97M-V/def2-TZVPD" gap_ev="1.4 / 8.1" multiplicity=2 s_squared=0.751 charge=-1 homo_ev="0.512 / -6.157"
C -4.17628 9.40503 0.69884 -1.2347 1.1904 0.1990 0.00
O -4.42353 8.28504 1.43430 1.5091 -1.5558 2.1749 0.00
C -3.59343 8.35756 2.62175 -1.0956 -1.6156 -0.5772 0.00
C -4.05477 7.27402 3.59245 0.4471 1.0406 0.5306 0.00
N -3.22681 6.03976 3.66875 -0.6894 2.4397 0.4948 0.00
C -3.28261 5.36183 2.37247 -0.2211 -1.7393 0.9350 0.00
C -1.92764 4.65819 2.18437 -0.9851 0.1895 -1.5516 0.00
O -1.91420 3.77647 0.99529 -0.2661 1.0938 1.8609 0.01
C -0.58781 3.34449 0.76079 0.0930 1.1572 0.3506 0.00
H -4.44889 10.21001 1.38134 -0.1902 0.9580 -0.3838 0.00
H -4.93950 9.31483 -0.07411 0.7922 0.6995 -0.7747 0.00
H -3.12154 9.58345 0.48957 0.0536 -0.3310 -0.8859 0.00
H -3.67374 9.33422 3.09903 -0.2998 0.2516 -0.1680 0.00
H -2.53883 8.21367 2.38673 0.1834 -0.0767 -0.2687 0.00
H -5.10911 7.02002 3.48308 -0.2043 0.1098 -0.7695 0.00
H -4.08061 7.85676 4.51322 0.4822 -0.7394 0.7822 0.00
H -3.84320 5.55106 4.30227 0.6745 -0.8205 0.2661 0.00
H -3.61050 6.03055 1.57660 0.2923 -0.2509 -0.0970 0.00
H -4.04192 4.61867 2.61590 -0.2570 -0.4728 -1.3448 0.00
H -1.69749 4.15273 3.12226 0.0748 -0.5392 -0.1221 0.00
H -1.22704 5.48967 2.10748 0.5844 -0.1540 -0.4067 0.00
H 0.01905 4.23754 0.61156 0.3141 0.1514 -0.5075 0.00
H -0.53873 2.71705 -0.12916 -0.0854 -0.2038 0.3495 0.00
H -0.16587 2.94249 1.68190 0.0236 -0.8749 -0.0921 0.00
C 3.70098 -10.15561 3.33324 -1.7979 -0.1772 -1.3495 0.00
O 3.16003 -8.98726 3.89424 0.0949 0.5367 0.5107 0.00
C 1.83007 -8.75916 3.44348 -0.2929 2.2044 0.4857 0.00
C 1.53949 -7.22848 3.64646 -0.8822 -1.8553 0.1838 0.00
N 2.11392 -6.48372 2.59296 -0.7289 0.9946 -1.6068 0.00
C 1.35726 -5.20396 2.28735 2.4097 -0.1009 2.1323 0.01
C 2.12723 -4.15823 1.43137 -0.0817 -0.2457 -0.7376 0.00
O 3.35848 -3.63833 1.98562 0.1721 -1.6458 0.9745 0.00
C 4.09475 -2.90227 1.03458 -1.6780 0.6787 -0.7137 0.00
H 2.97757 -10.93391 3.57620 0.4041 -0.7689 0.0931 0.00
H 4.72832 -10.45963 3.53384 -0.1451 0.6789 0.5829 0.00
H 3.55808 -9.96539 2.26951 0.6239 -0.6548 -0.5321 0.00
H 1.05269 -9.38087 3.88762 0.3026 -0.2846 0.8490 0.00
H 1.61044 -8.86193 2.38079 0.9645 -0.3950 -0.4565 0.00
H 1.70484 -6.88422 4.66736 0.7091 0.0019 0.3279 0.00
H 0.45352 -7.15632 3.58677 -0.3102 0.0759 -0.3673 0.00
H 3.11176 -6.59053 2.47885 -0.1846 0.7303 0.0831 0.00
H 1.21618 -4.80062 3.29009 -0.0540 0.8064 0.1927 0.00
H 0.32800 -5.45935 2.03532 0.2229 0.1153 -1.0859 0.00
H 1.55787 -3.27623 1.13812 -0.8010 -0.0272 0.4917 0.00
H 2.31620 -4.61356 0.45924 0.4740 -0.3436 -0.1651 0.00
H 4.26337 -3.42423 0.09265 0.3155 -0.5577 0.0790 0.00
H 5.01450 -2.43801 1.39043 -0.1775 -0.4647 0.4767 0.00
H 3.38495 -2.12235 0.75891 0.3674 0.8118 -0.3520 0.00
C -3.77028 -3.11526 2.15250 0.7764 0.1551 2.1839 0.00
O -4.51746 -3.86794 1.32563 -1.8314 0.3543 -3.0235 0.01
C -4.46933 -5.24362 1.31870 0.0061 -0.9710 -0.3117 0.01
C -5.50715 -5.74025 0.30147 -0.3255 0.2711 0.8807 0.02
N -6.83576 -5.30254 0.78208 0.0498 -0.1077 0.2975 0.00
C -7.91975 -5.21518 -0.23365 1.9400 -0.1597 1.4155 0.00
C -8.30247 -3.76522 -0.39703 0.9910 -0.8203 -1.9688 0.01
O -8.64374 -3.06143 0.76246 -3.1095 1.1698 -1.2176 0.00
C -9.89002 -2.24868 0.49258 0.6844 -0.2809 3.1462 0.00
H -4.35294 -3.04951 3.07135 0.4378 0.1921 0.8055 0.00
H -3.59820 -2.08751 1.83274 -0.0763 -0.2176 -0.6540 0.00
H -2.81531 -3.60980 2.33017 0.3917 0.2323 0.2823 0.00
H -4.67416 -5.67161 2.30001 -0.2529 -0.0007 0.3350 0.00
H -3.48673 -5.61596 1.02892 0.3912 0.0389 -0.1682 0.01
H -5.43675 -6.82621 0.23951 -0.1308 -0.1117 0.0427 0.00
H -5.24884 -5.33413 -0.67651 0.0339 0.1706 -0.2812 0.02
H -6.67127 -4.34076 1.04291 -0.0033 0.0564 0.5677 0.00
H -8.81362 -5.79817 -0.01177 0.1772 -0.3500 0.2861 0.00
H -7.37325 -5.62341 -1.08383 -1.0075 0.2681 -0.9487 0.00
H -9.05408 -3.88879 -1.17672 -0.6628 1.0534 0.0675 0.00
H -7.44255 -3.25544 -0.83150 0.0976 0.1406 -0.3405 0.01
H -9.98593 -1.46260 -0.25641 0.9741 -0.6370 -0.7159 0.00
H -9.98510 -1.69714 1.42792 0.3136 0.3305 0.1251 0.00
H -10.81047 -2.82486 0.58694 0.2314 -0.7338 -0.8398 0.00
C 3.84740 3.99999 -1.01948 -1.4861 -0.3330 0.5235 0.00
O 2.86341 4.34604 -2.03149 0.1407 -1.6353 0.5547 0.00
C 2.29620 3.20931 -2.78446 1.5056 0.9598 -0.3570 0.00
C 1.28623 3.74124 -3.72100 -1.3218 1.6424 0.1148 0.02
N 1.78716 4.67061 -4.72392 0.8881 -1.9253 -0.3036 0.00
C 2.54891 5.83691 -4.34034 -1.1037 0.8847 -1.0947 0.00
C 1.68212 6.90689 -3.67445 0.8270 0.3235 1.4475 0.00
O 1.01731 7.70228 -4.59522 0.6481 0.0041 -2.6620 0.00
C 0.26799 8.77662 -4.21909 -2.2186 0.0699 2.6448 0.00
H 4.31815 3.02197 -1.11949 0.3339 0.1404 -0.7663 0.00
H 3.32121 3.88069 -0.07238 -0.2977 0.0610 0.2572 0.00
H 4.54828 4.81089 -0.82123 0.0947 0.0062 -0.7282 0.00
H 1.80698 2.36580 -2.29735 0.2690 0.2564 1.1989 0.00
H 3.10941 2.80283 -3.38576 0.2737 -0.2495 0.0505 0.00
H 0.51888 4.28226 -3.16731 -0.2178 0.0105 0.8367 0.00
H 0.69367 2.89673 -4.07280 0.3982 -0.0476 -0.9184 0.01
H 1.12303 4.86903 -5.45854 0.0660 0.0693 0.2233 0.00
H 2.86613 6.19224 -5.32075 0.1633 0.6811 0.0629 0.00
H 3.47010 5.73434 -3.76676 -0.4306 -0.8186 0.0286 0.00
H 2.34541 7.49886 -3.04380 0.2046 0.5133 0.0917 0.00
H 0.97127 6.48453 -2.96423 -0.2258 -0.3846 0.0156 0.00
H 0.66838 9.71858 -3.84425 1.2831 0.2165 -0.9091 0.00
H -0.25087 8.52638 -3.29374 -0.3738 -0.5092 0.6257 0.00
H -0.61640 8.97089 -4.82589 0.5878 -0.0595 -0.9133 0.00
C 1.71089 -2.31471 -7.11598 0.5684 1.2672 -0.2873 0.02
O 1.77055 -1.01895 -6.41006 -0.8183 -1.8881 -0.7258 0.00
C 0.43764 -0.55931 -6.20066 -0.3210 0.7276 0.1581 0.02
C -0.33877 -1.33207 -5.10774 0.1062 0.3853 -1.3424 0.08
N 0.55698 -1.80528 -4.14339 1.5563 -1.0286 0.2946 0.00
C 0.67407 -3.26255 -4.02769 -1.9795 0.4362 2.6466 0.03
C -0.52759 -3.76309 -3.11564 1.5093 -0.4541 -0.7623 0.10
O -0.30614 -3.23636 -1.81573 1.8165 0.5368 -1.8871 0.02
C -1.10034 -3.78905 -0.88071 -1.3054 -0.4708 2.8318 0.03
H 0.71008 -2.74541 -7.08485 0.0942 0.0607 -0.0947 0.01
H 2.43696 -3.07248 -6.82151 0.0477 0.2824 0.9856 0.01
H 2.03813 -2.10782 -8.13490 -0.5236 0.0462 -0.3592 0.00
H -0.19049 -0.59451 -7.09077 0.2429 -0.0970 -0.5777 0.01
H 0.52769 0.50497 -5.98317 0.1204 0.0200 0.3672 0.00
H -0.85196 -2.15754 -5.60102 -0.3707 -0.0480 0.1256 0.03
H -1.06411 -0.71850 -4.57341 -0.4618 0.3451 -0.6793 0.04
H 0.39530 -1.23647 -3.32461 0.7361 -0.8906 0.0037 0.00
H 1.55885 -3.55381 -3.46163 0.2495 0.1972 0.0094 0.00
H 0.70142 -3.86428 -4.93613 -0.1949 0.7373 -0.3675 0.01
H -0.45168 -4.84854 -3.05137 -0.2575 -0.3128 0.0094 0.02
H -1.52865 -3.47937 -3.44041 -0.0517 0.1031 -0.4027 0.06
H -2.11689 -3.39801 -0.92298 -0.3922 -0.0980 -0.0792 0.01
H -0.69888 -3.53092 0.09924 -0.0483 0.4098 0.0896 0.00
H -1.13810 -4.87655 -0.81743 0.0550 -0.3589 -0.8111 0.01
C -3.44685 0.57620 -0.54477 -1.4560 0.7982 -0.6294 0.04
C -4.68265 0.96555 0.38481 1.8871 -1.2056 -1.7462 0.01
O -5.82637 0.34554 -0.23706 0.3082 0.9071 1.0516 0.02
O -2.74659 -0.57371 -0.15567 0.4501 -0.2413 1.2801 0.04
H -2.82411 1.43210 -0.80500 0.4558 0.1409 0.6572 0.01
H -3.81366 0.24632 -1.51674 -0.9056 0.7324 -0.2080 0.04
H -4.69744 2.05358 0.44851 -0.7188 -0.1152 -0.2401 0.00
H -4.50030 0.56528 1.38213 -0.0760 -0.0254 0.1784 0.00
H -5.51007 -0.55917 -0.29230 -0.4436 -0.4630 -0.2742 0.01
H -2.23025 -0.78483 -0.93696 0.3909 -0.4341 -0.3412 0.01
C 2.17405 -0.52359 6.22562 0.1773 -1.3839 -0.3410 0.00
C 2.03159 -1.25359 4.84347 0.0710 -0.2212 -0.9445 0.00
O 3.07330 -0.87778 3.91938 0.3847 0.3118 0.5358 0.00
O 1.13212 -0.75399 7.10602 -1.1848 -0.8468 0.3529 0.00
H 2.38758 0.54434 6.18079 0.3644 -0.0247 -0.5186 0.00
H 2.92889 -1.09220 6.76877 1.1105 0.5691 -0.6242 0.00
H 1.13622 -1.19959 4.22419 -0.8094 1.0372 0.7323 0.00
H 2.06134 -2.33957 4.93214 0.3534 -0.1413 0.8676 0.00
H 3.43152 -1.69521 3.56572 0.0697 -0.1011 -0.1754 0.00
H 0.50984 -0.02560 7.16773 -0.4282 0.6027 0.0501 0.00
C 0.55311 -0.50084 0.81224 -0.6586 1.0570 1.2042 0.00
C 0.98991 -0.63135 -0.63055 1.2798 -0.5978 1.5562 0.00
O -0.03698 -0.53060 -1.53955 -0.8848 0.2916 -0.5681 0.02
O -0.53624 -1.36708 1.23839 1.9956 0.2933 -0.4352 0.00
H 0.26881 0.51994 1.06780 -0.2973 0.3584 -0.2832 0.00
H 1.41645 -0.64060 1.46280 0.0984 -0.5647 0.0235 0.00
H 1.45661 -1.61484 -0.57549 -0.0476 -0.5127 -0.9307 0.00
H 1.79444 0.04067 -0.92929 0.1075 0.4114 0.5787 0.00
H -0.06693 -1.41145 -1.92007 -0.8864 -0.7487 0.2052 0.00
H -1.27827 -1.06530 0.70933 -0.7624 0.1153 0.0085 0.00
C 5.55506 -0.37999 -0.62865 0.4633 0.5762 -0.3383 0.00
C 5.33996 0.34438 0.73953 0.1649 -1.0444 1.1119 0.00
O 4.00918 0.77106 0.90265 -1.1023 0.8935 -1.2998 0.00
O 5.94086 0.59680 -1.60233 -0.1963 0.4856 0.9691 0.00
H 4.69583 -0.95180 -0.97919 -0.7610 0.4582 0.3853 0.00
H 6.31805 -1.15462 -0.70539 0.4971 -0.0349 1.1646 0.00
H 6.06842 1.11982 0.97644 0.1306 0.5848 -1.1312 0.00
H 5.44170 -0.20421 1.67590 0.8545 -1.5106 -0.4895 0.00
H 3.83733 1.00081 1.81878 0.0960 -0.1420 0.0947 0.00
H 5.81427 0.26674 -2.49487 -0.1956 -0.1523 -0.4279 0.00
C 0.54326 3.29567 6.56539 -0.6126 0.6443 -0.6776 0.00
C -0.66180 2.38326 6.46725 0.2200 -0.7733 -0.3501 0.00
C -0.70952 1.58134 5.15764 -1.2654 -0.9401 0.5968 0.00
O -2.05703 1.02674 5.06588 -0.1594 0.9477 -0.3918 0.00
C -2.30848 0.26666 3.89549 0.7263 -0.1103 -1.0371 0.00
N -0.66451 1.40094 7.56195 -0.8074 0.2902 0.2152 0.00
H 0.61649 3.79863 7.52963 0.1904 -0.4365 0.2323 0.00
H 0.31277 4.12000 5.89053 0.3920 0.0948 -0.3250 0.00
H 1.47495 2.82566 6.25050 0.0107 -0.0097 0.2653 0.00
H -1.57727 2.97421 6.43900 -0.1135 0.2525 0.2514 0.00
H -0.11047 0.67444 5.24004 0.8218 0.3806 -0.2691 0.00
H -0.45838 2.21312 4.30565 -0.0400 -0.1215 -0.2342 0.00
H -1.90149 0.67805 2.97180 0.7580 0.6153 0.0832 0.00
H -3.34156 0.21398 3.55188 -0.4445 -0.0667 1.1923 0.00
H -1.86073 -0.72620 3.93847 -0.1662 -0.2282 0.2841 0.00
H -0.67633 1.87511 8.45365 0.6149 0.3723 0.2545 0.00
H -1.60542 1.03427 7.58068 -0.2376 -0.7667 -0.3653 0.00
C 6.70448 1.96326 -5.58012 0.0609 0.4751 2.2929 0.00
C 6.69422 0.43950 -5.76866 1.3569 2.6542 -0.1527 0.00
C 5.32660 -0.15338 -5.50882 2.0010 -0.6813 -0.0214 0.00
O 5.03056 0.18753 -4.20266 -3.0081 0.0384 1.9616 0.00
C 3.62078 -0.15133 -3.82492 0.3984 0.1740 -0.5715 0.00
N 7.11692 0.24963 -7.11974 -0.6287 -1.7919 -1.5089 0.00
H 6.93750 2.17959 -4.53752 -0.6209 0.0671 0.5164 0.00
H 5.74408 2.43643 -5.78476 0.0857 0.0878 -0.3302 0.00
H 7.55467 2.49735 -6.00442 -0.1741 -0.3276 -0.9344 0.00
H 7.48127 0.07281 -5.10972 -0.3210 -0.5958 0.2258 0.00
H 5.53413 -1.22315 -5.53383 -0.8254 -0.4238 -0.6181 0.00
H 4.62161 0.21562 -6.25375 -0.3316 -0.2002 0.0372 0.00
H 3.34891 -1.19377 -3.99080 0.4879 -0.1896 -0.2332 0.00
H 2.89078 0.41114 -4.40701 0.3249 0.1994 -0.3596 0.00
H 3.36979 0.06652 -2.78682 0.8853 0.2400 0.1459 0.00
H 8.00364 0.67419 -7.35125 -0.1061 0.1287 0.2713 0.00
H 6.39023 0.70435 -7.65380 0.2270 0.0396 -0.7322 0.00


18
Properties=species:S:1:pos:R:3:forces:R:3:lowdin_charge:R:1 method="wB97M-V/def2-TZVPD" gap_ev=9.6 e_above_lowest_ev=0.000 charge=0 homo_ev=-8.917
C -1.60291 0.13075 0.00130 2.7335 -0.4687 0.4462 -0.28
C 0.49219 -1.22687 -0.00223 0.6025 -0.4830 0.0043 -0.49
N -3.66735 -0.42868 0.02407 -0.6050 -1.1469 0.1175 -0.01
N -2.43033 -0.92209 0.12250 0.4558 1.0918 -0.1062 0.06
N -2.30144 1.22630 -0.14999 1.4242 0.0990 0.0145 0.05
N -3.56658 0.82518 -0.13122 -0.9594 0.4653 -0.0895 -0.07
N 1.72304 1.35994 0.03825 -1.8173 -1.0288 0.1822 -0.10
N 0.46381 1.25221 0.09601 2.0808 1.9220 -0.2377 0.04
N -0.27143 -2.25089 0.05583 -0.1555 -0.3495 0.0122 0.09
N 2.14672 2.62737 -0.07021 -0.1449 0.6375 -0.1430 0.03
N -0.09056 0.03866 0.09900 -3.5600 -0.6551 -0.2851 0.01
N 1.84272 -1.24497 -0.12448 0.1624 0.0305 -0.0546 0.15
H -2.11525 -1.88686 0.20977 -0.1121 0.0604 -0.0401 0.11
H 0.22659 -3.12974 -0.02453 0.1291 0.1595 -0.0134 0.06
H 1.44975 3.34728 0.09972 0.0555 -0.1259 0.0889 0.10
H 3.06488 2.77844 0.31792 -0.1595 -0.1216 0.0196 0.09
H 2.29566 -2.12214 -0.31694 -0.1430 0.0806 0.0409 0.11
H 2.34051 -0.37390 -0.24477 0.0130 -0.1671 0.0432 0.05


| no. | total energy (eV) |
| --- | --- |
| 1 | -101026.233 |
| 2 | -17068.837 |